#w
A structure of composition C5H8O3, computed with the ωB97M-V functional and the def2-TZVPD basis.

- Orbital gap: 9.316 eV
- E_LUMO: 0.15 eV

Each line ends with the natural charge from an NBO analysis.
Geometry (Å):
C  -1.06  -0.14  -0.23  0.02
C  -0.71  1.39  -0.36  -0.28
C  0.67  1.49  -0.15  -0.19
C  1.36  0.11  0.04  0.09
C  0.09  -0.79  0.07  -0.01
H  -2.63  0.55  1.12  0.42
H  -1.89  -0.69  -1.10  0.20
H  -1.49  2.19  -0.79  0.24
H  1.17  2.56  -0.37  0.23
H  1.67  0.00  -1.07  0.19
H  2.57  -0.23  1.55  0.48
H  -0.12  -0.68  1.28  0.22
H  -0.57  -2.76  -0.90  0.48
O  -1.88  -0.62  0.94  -0.71
O  2.43  -0.32  0.59  -0.67
O  0.41  -2.05  -0.61  -0.71

#x
A cluster of 2 separate species, C5H8O3 in total, computed with the ωB97M-V functional and the def2-TZVPD basis.

- Orbital gap: 10.738 eV
- E_LUMO: 0.78 eV
- SMILES: C=CC=O.COC=O

Each line ends with the natural charge from an NBO analysis.
Geometry (Å):
C  1.71  2.20  -0.49  -0.35
C  1.50  0.94  -0.83  -0.29
C  0.09  0.85  -1.39  0.42
O  -0.94  0.85  -0.76  -0.55
H  2.58  2.66  -0.07  0.21
H  0.68  2.75  -0.63  0.20
H  2.22  0.20  -1.11  0.24
H  0.14  0.40  -2.40  0.12
C  -1.50  -0.98  1.79  -0.26
O  -0.25  -1.30  1.18  -0.50
C  -0.26  -1.82  -0.04  0.66
O  0.72  -1.99  -0.69  -0.59
H  -2.28  -1.68  1.49  0.18
H  -1.79  0.03  1.50  0.21
H  -1.34  -1.03  2.86  0.20
H  -1.28  -2.09  -0.41  0.10

#y
An isolated molecule of C5H8O3, computed with the ωB97M-V functional and the def2-TZVPD basis.

- Orbital gap: 9.706 eV
- E_LUMO: 0.76 eV
- SMILES: O=C1C[C@]1(O)CCO

Each line ends with the natural charge from an NBO analysis.
Geometry (Å):
O  0.24  -2.10  1.41  -0.48
C  -0.14  -1.47  0.48  0.61
C  -0.30  -1.33  -0.97  -0.58
C  -0.98  -0.34  -0.01  0.13
O  -2.36  -0.45  0.17  -0.68
C  -0.39  1.04  0.15  -0.44
C  1.12  1.03  0.60  -0.07
O  1.92  0.62  -0.49  -0.74
H  0.54  -0.98  -1.56  0.26
H  -0.92  -2.06  -1.47  0.25
H  -2.81  -0.02  -0.57  0.47
H  -0.97  1.58  0.90  0.23
H  -0.42  1.58  -0.80  0.21
H  1.37  2.06  0.88  0.16
H  1.29  0.40  1.49  0.18
H  2.82  0.45  -0.19  0.48

Of them, the most stable is #y and the least stable is #w.

#w
A cluster of 2 separate species, C5H8O3 in total, computed with the ωB97M-V functional and the def2-TZVPD basis.

- Orbital gap: 10.784 eV
- E_LUMO: 0.72 eV
- SMILES: C#C[C@H](C)O.O=CO

Each line ends with the natural charge from an NBO analysis.
Geometry (Å):
C  3.25  0.00  -0.11  -0.22
C  2.07  0.11  -0.30  -0.03
C  0.61  0.20  -0.38  0.03
C  0.18  1.65  -0.61  -0.62
O  0.04  -0.38  0.77  -0.74
H  4.26  -0.15  0.14  0.23
H  0.27  -0.41  -1.23  0.20
H  0.54  2.28  0.20  0.22
H  -0.91  1.71  -0.65  0.21
H  0.58  2.02  -1.55  0.22
H  -0.56  0.21  1.41  0.52
O  -2.39  -0.46  1.34  -0.67
C  -1.92  -1.49  0.86  0.69
O  -2.04  -1.84  -0.42  -0.67
H  -1.41  -2.27  1.43  0.14
H  -2.57  -1.18  -0.89  0.49

#x
An isolated molecule of C5H8O3, computed with the ωB97M-V functional and the def2-TZVPD basis.

- Orbital gap: 10.134 eV
- E_LUMO: 0.78 eV
- SMILES: C=CC[C@]1(O)O[C@H]1O

Each line ends with the natural charge from an NBO analysis.
Geometry (Å):
C  1.60  -2.05  0.69  -0.37
C  1.26  -0.76  0.89  -0.19
C  1.04  0.25  -0.18  -0.47
C  -0.55  0.72  -0.02  0.45
O  -0.70  1.76  0.86  -0.70
O  -1.53  -0.34  -0.09  -0.50
C  -1.43  0.52  -1.16  0.33
O  -2.45  1.28  -1.44  -0.71
H  1.77  -2.61  1.58  0.20
H  1.79  -2.47  -0.28  0.20
H  0.70  -0.51  1.73  0.18
H  1.76  1.15  -0.12  0.22
H  1.13  -0.11  -1.18  0.21
H  -0.12  1.70  1.64  0.49
H  -1.13  0.07  -2.12  0.15
H  -3.15  1.41  -0.79  0.50

#y
An isolated molecule of C5H8O3, computed with the ωB97M-V functional and the def2-TZVPD basis.

- Orbital gap: 8.630 eV
- E_LUMO: 0.86 eV
- SMILES: COC1=COC[C@@H]1O

Each line ends with the natural charge from an NBO analysis.
Geometry (Å):
C  -2.40  -0.82  -0.85  -0.26
O  -1.01  -1.08  -0.95  -0.49
C  -0.28  -0.32  -0.10  0.18
C  -0.79  0.74  0.60  0.03
O  0.11  1.39  1.39  -0.51
C  1.46  0.75  1.07  -0.07
C  1.20  -0.38  0.14  0.01
O  1.87  -0.13  -1.02  -0.71
H  -2.82  -1.10  0.11  0.18
H  -2.73  0.17  -1.05  0.17
H  -2.87  -1.39  -1.70  0.20
H  -1.78  1.18  0.53  0.20
H  2.06  1.48  0.62  0.21
H  1.99  0.57  2.09  0.20
H  1.49  -1.32  0.61  0.17
H  1.71  -0.77  -1.71  0.48

Of them, the most stable is #y and the least stable is #x.

#w
A cluster of 2 separate species, C2H6N3S in total, computed with the ωB97M-V functional and the def2-TZVPD basis.

- Orbital gap (alpha / beta): 7.871 / 7.870 eV
- E_LUMO (alpha / beta): -6.73 / -6.73 eV
- Total charge: +1

Each line ends with the natural charge from an NBO analysis.
Geometry (Å):
C  1.05  -0.57  -0.13  -0.30
C  1.23  0.96  -0.46  -0.54
N  -0.33  -0.80  0.13  -0.02
N  -1.04  0.16  0.09  -0.07
N  -3.02  -0.25  0.20  -0.40
S  -0.50  1.77  -0.22  0.53
H  1.24  -1.27  -1.05  0.27
H  1.66  -0.87  0.65  0.26
H  1.89  1.39  0.45  0.27
H  1.74  1.07  -1.44  0.27
H  -3.16  -1.31  -0.07  0.38
H  -2.96  -0.33  1.20  0.35

#x
The ion C2H6N3S with charge +1, computed with the ωB97M-V functional and the def2-TZVPD basis.

- Orbital gap (alpha / beta): 7.259 / 7.258 eV
- E_LUMO (alpha / beta): -7.01 / -7.01 eV
- SMILES: [H]/N=C/NC[NH+]=S
- Total charge: +1

Each line ends with the natural charge from an NBO analysis.
Geometry (Å):
H  2.41  1.30  -0.69  0.40
N  1.48  0.99  -0.31  -0.74
C  0.73  0.33  -1.09  0.29
N  -0.47  -0.19  -0.87  -0.57
C  -1.16  0.02  0.38  -0.06
N  -0.18  -0.67  1.33  -0.64
S  0.63  0.21  2.31  0.77
H  1.05  0.00  -2.05  0.18
H  -0.90  -0.80  -1.51  0.43
H  -2.08  -0.44  0.41  0.23
H  -1.40  1.00  0.71  0.24
H  -0.11  -1.75  1.37  0.46

Of them, the most stable is #x and the least stable is #w.

#w
The ion C5H14PS with charge +1, computed with the ωB97M-V functional and the def2-TZVPD basis.

- Orbital gap: 10.937 eV
- E_LUMO: -3.36 eV
- Total charge: +1

Each line ends with the natural charge from an NBO analysis.
Geometry (Å):
C  -2.61  -0.54  -0.81  -0.61
C  2.27  0.02  -0.96  -0.62
C  0.60  0.22  1.98  -0.92
C  -1.82  0.17  0.36  -0.79
C  0.87  0.70  -0.89  -0.74
P  -0.12  -0.28  0.30  1.40
S  0.39  -2.37  -0.04  -0.18
H  -3.68  -0.52  -0.52  0.25
H  -2.37  -0.06  -1.80  0.24
H  -2.26  -1.57  -0.87  0.22
H  2.12  -0.82  -1.65  0.24
H  2.97  0.84  -1.37  0.26
H  2.60  -0.19  0.07  0.22
H  -0.18  0.22  2.79  0.28
H  0.68  1.37  1.77  0.24
H  1.57  -0.09  2.06  0.26
H  -2.36  0.03  1.27  0.28
H  -1.61  1.31  0.37  0.27
H  0.42  0.55  -1.89  0.26
H  0.78  1.79  -0.68  0.27
H  -0.72  -2.92  0.37  0.17

#x
The ion C5H14PS with charge +1, computed with the ωB97M-V functional and the def2-TZVPD basis.

- Orbital gap: 10.791 eV
- E_LUMO: -3.52 eV
- Total charge: +1

Each line ends with the natural charge from an NBO analysis.
Geometry (Å):
C  -2.31  -0.20  -1.03  -0.64
C  2.18  0.49  -0.94  -0.64
C  0.73  0.21  1.90  -1.05
C  -1.81  0.10  0.32  -0.74
C  0.67  0.46  -1.11  -0.66
P  -0.07  -0.36  0.46  1.39
S  0.22  -2.51  0.04  -0.17
H  -3.44  -0.14  -0.95  0.25
H  -2.08  0.45  -1.85  0.23
H  -2.07  -1.17  -1.39  0.23
H  2.60  -0.49  -0.62  0.24
H  2.49  0.88  -1.95  0.26
H  2.41  1.29  -0.16  0.21
H  0.57  -0.40  2.75  0.29
H  0.77  1.26  2.04  0.30
H  1.87  0.08  1.72  0.30
H  -2.55  -0.15  1.09  0.29
H  -1.61  1.14  0.51  0.24
H  0.42  -0.18  -2.01  0.26
H  0.16  1.34  -1.31  0.24
H  0.33  -2.85  1.29  0.16

Of them, the most stable is #x and the least stable is #w.